C2H7NS | the ωB97M-V functional and the def2-TZVPD basis

Output
**Total charge**: 0
**Electronic energy**: -533.21374 a.u.
**Highest occupied orbital energy**: -8.027 eV
**ΔE to the lowest compared entry with this formula, charge and spin**: 73.2 kcal/mol

Structure (XYZ):
```
11
Properties=species:S:1:pos:R:3:nbo_charge:R:1
S 0.090 -0.360 0.870 0.790
N -1.820 -0.236 1.126 -0.978
C 0.458 1.295 0.203 -0.730
C 0.427 -1.046 -0.790 -0.798
H 0.341 -0.160 -1.573 0.230
H -0.299 1.505 -0.520 0.231
H -0.318 -1.838 -0.939 0.253
H -1.943 -0.802 1.954 0.308
H 0.360 2.028 0.952 0.238
H 1.374 -1.627 -0.927 0.240
H 1.330 1.243 -0.357 0.218
```

C4H2O2 | the ωB97M-V functional and the def2-TZVPD basis

Output
**Total charge**: 0
**Electronic energy**: -303.83309 a.u.
**Highest occupied orbital energy (alpha / beta)**: -9.425 / -8.756 eV
**ΔE to the lowest compared entry with this formula, charge and spin**: 110.9 kcal/mol

Structure (XYZ):
```
8
Properties=species:S:1:pos:R:3:nbo_charge:R:1
O 0.301 -0.611 -1.333 -0.416
O 0.325 1.838 0.929 -0.477
C 0.938 -0.212 -0.135 0.185
C 0.909 1.268 0.035 0.315
C -1.413 -1.365 0.394 -0.107
C -0.429 -1.021 -0.246 0.131
H -2.198 -1.704 1.037 0.247
H 1.567 1.806 -0.682 0.122
```

C4H6N5O2 | the ωB97M-V functional and the def2-TZVPD basis

Output
**Total charge**: +1
**Electronic energy**: -579.82238 a.u.
**Highest occupied orbital energy**: -14.381 eV
**ΔE to the lowest compared entry with this formula, charge and spin**: 120.3 kcal/mol

Structure (XYZ):
```
17
Properties=species:S:1:pos:R:3:nbo_charge:R:1
O -2.884 0.689 0.711 -0.493
O 1.774 1.852 0.356 -0.163
N 1.905 1.553 -0.908 0.017
N -1.455 0.704 0.505 -0.270
N 1.408 -2.691 0.534 -0.177
N -1.285 -1.152 -1.008 -0.733
N 1.255 0.702 1.073 -0.360
C 1.524 0.387 -1.189 -0.022
C -0.870 -0.257 -0.155 0.533
C 1.254 -1.568 0.436 0.198
C 0.871 -0.239 0.082 -0.056
H 1.990 0.505 1.695 0.416
H -2.259 -1.131 -1.263 0.438
H 1.483 -0.083 -2.139 0.249
H -0.800 -2.026 -1.170 0.453
H -0.831 1.243 1.247 0.463
H -3.080 1.511 1.193 0.506
```

C37H34AlClGeNOP | the ωB97M-V functional and the def2-TZVPD basis

Output
**Total charge**: +3
**Electronic energy**: -4680.42619 a.u.
**Multiplicity**: 2
**Highest occupied orbital energy (alpha / beta)**: -16.180 / -16.173 eV

Structure (XYZ):
```
77
Properties=species:S:1:pos:R:3:lowdin_charge:R:1
Ge -0.840 -1.816 -0.275 0.871
Cl -1.009 2.051 1.370 0.870
P 1.828 1.806 -0.141 1.040
Al -0.217 0.573 -0.378 0.206
O -1.110 1.347 -1.677 -0.065
N -1.345 3.091 -3.046 0.294
C 2.109 3.006 -2.603 -0.099
C -0.386 -3.796 4.087 0.065
C 1.318 4.463 -0.836 -0.063
C -1.906 -5.608 3.490 0.089
C -2.255 -4.505 0.967 0.064
C -1.399 -3.839 1.867 -0.162
C -4.983 -1.042 -0.433 -0.067
C -1.227 -4.412 3.159 -0.150
C -2.746 -6.243 2.570 0.014
C 2.854 2.813 2.258 -0.032
C -3.183 1.510 -2.853 0.062
C 0.358 2.990 3.499 -0.065
C -4.412 -2.089 -2.524 -0.060
C 4.531 1.589 -0.730 -0.074
C 4.586 -1.146 -0.184 -0.045
C 1.768 3.215 -1.262 -0.369
C 1.715 2.421 1.553 -0.364
C -5.358 -1.513 -1.686 -0.056
C 0.497 2.520 2.213 -0.546
C -1.828 2.007 -2.504 -0.402
C -3.659 -1.145 -0.024 -0.130
C 5.720 0.883 -0.830 -0.031
C 0.248 -2.858 -1.526 -0.211
C 0.120 -2.063 2.494 -0.073
C 1.571 5.304 -3.078 -0.043
C -2.916 -5.693 1.318 0.020
C 0.288 -2.619 3.751 0.002
C -2.700 -1.725 -0.859 -0.383
C -3.086 -2.191 -2.115 -0.112
C 2.017 4.056 -3.506 -0.055
C 1.220 5.505 -1.749 -0.042
C 3.393 -0.451 -0.085 -0.092
C 2.751 3.292 3.555 -0.018
C 5.746 -0.478 -0.556 -0.025
C -0.713 -2.644 1.526 -0.182
C 1.511 3.383 4.171 -0.014
C 3.366 0.920 -0.353 -0.369
H -3.384 -0.792 0.967 0.103
H -3.654 1.072 -1.974 0.092
H -5.722 -0.607 0.227 0.117
H -0.399 3.401 -2.846 0.102
H 1.515 6.125 -3.781 0.126
H -3.563 -6.172 0.596 0.134
H -1.765 -6.034 4.476 0.144
H 1.430 3.760 5.181 0.132
H 2.475 2.041 -2.936 0.123
H -0.257 -4.235 5.068 0.142
H -2.426 -4.093 -0.019 0.102
H 0.939 -2.149 4.475 0.129
H 1.300 -2.838 -1.243 0.018
H -1.894 3.624 -3.706 0.160
H 3.825 2.738 1.784 0.121
H 0.656 -1.147 2.258 0.086
H 2.307 3.906 -4.537 0.126
H -2.364 -2.655 -2.778 0.104
H 0.887 6.480 -1.417 0.125
H 1.066 4.635 0.203 0.114
H 2.484 -0.975 0.199 0.074
H 4.615 -2.208 0.021 0.120
H -0.078 -3.898 -1.547 0.039
H -4.708 -2.471 -3.493 0.119
H -3.811 2.288 -3.280 0.110
H 0.155 -2.452 -2.534 0.032
H 4.512 2.650 -0.948 0.120
H -0.613 3.059 3.970 0.126
H -6.390 -1.443 -2.002 0.120
H -3.065 0.710 -3.589 0.121
H 6.626 1.396 -1.122 0.126
H 6.677 -1.024 -0.640 0.127
H -3.254 -7.157 2.844 0.136
H 3.642 3.596 4.087 0.130
```